Record 1
Here is a gas-phase ion, C20H26N3O (charge +1) from the OMol25 dataset. Energies are from the ωB97M-V functional and the def2-TZVPD basis.

Calculated values
Molar mass in g mol⁻¹: 324.45
Structure (SMILES): Cc1ccc(C(=O)Nc2ccc(N3CC[NH+](C)CC3)cc2)cc1C
Energy above the lowest of the compared OMol25 structures with the same formula, charge and spin in kcal per mole: 0.0
E_LUMO in eV: -2.878

ORCA input file:
```
! RIJCOSX wB97M-V def2-TZVPD def2/J DEFGRID3
* xyz 1 1
C -3.543 -3.595 -1.909
C -2.523 -2.652 -2.462
C -1.265 -2.557 -1.879
C -0.305 -1.694 -2.370
C -0.598 -0.901 -3.474
C 0.423 -0.023 -4.097
O 0.609 0.029 -5.292
N 1.241 0.702 -3.254
C 1.082 1.051 -1.922
C 2.208 1.377 -1.170
C 2.101 1.730 0.162
C 0.856 1.784 0.782
N 0.679 2.168 2.131
C 1.739 2.811 2.852
C 2.657 1.805 3.572
N 1.838 0.959 4.477
C 2.661 0.014 5.249
C 0.778 0.273 3.695
C -0.103 1.321 2.991
C -0.275 1.505 0.014
C -0.170 1.147 -1.311
C -1.845 -1.011 -4.080
C -2.816 -1.867 -3.584
C -4.151 -1.958 -4.253
H -4.448 -3.060 -1.625
H -3.822 -4.335 -2.658
H -3.157 -4.117 -1.036
H -1.031 -3.182 -1.029
H 0.674 -1.654 -1.914
H 2.048 1.096 -3.725
H 3.183 1.348 -1.632
H 3.008 1.973 0.695
H 2.325 3.428 2.173
H 1.290 3.479 3.600
H 3.418 2.327 4.154
H 3.145 1.148 2.849
H 1.364 1.592 5.134
H 3.167 -0.671 4.571
H 3.409 0.551 5.830
H 2.036 -0.564 5.928
H 0.179 -0.346 4.365
H 1.259 -0.365 2.951
H -0.864 0.802 2.411
H -0.609 1.939 3.744
H -1.256 1.604 0.451
H -1.064 0.963 -1.884
H -2.047 -0.412 -4.956
H -4.949 -1.702 -3.557
H -4.202 -1.285 -5.104
H -4.333 -2.973 -4.603
*
```

Record 2
Here is a molecular structure, C29H27As2IrNSSe4 from the OMol25 dataset. Energies are from the ωB97M-V functional and the def2-TZVPD basis.

Calculated values
Molar mass in g mol⁻¹: 1079.51
Energy above the lowest of the compared OMol25 structures with the same formula, charge and spin in kcal per mole: 41.5
E_LUMO (alpha / beta) in eV: -3.008 / -4.703

ORCA input file:
```
! RIJCOSX wB97M-V def2-TZVPD def2/J DEFGRID3
* xyz 1 5
Ir 0.081 -2.005 0.575
C -1.781 0.889 0.236
C -0.675 1.542 1.078
As 0.751 0.247 1.406
C 1.493 0.800 3.104
C 0.635 0.924 4.196
C 1.132 1.315 5.430
C 2.491 1.571 5.579
C 3.350 1.422 4.499
C 2.855 1.033 3.259
C 2.159 0.748 0.180
C 2.537 2.072 -0.008
C 3.554 2.384 -0.901
C 4.199 1.374 -1.603
C 3.837 0.047 -1.407
C 2.821 -0.262 -0.515
As -0.993 0.113 -1.399
C -0.947 1.784 -2.402
C -2.110 2.531 -2.587
C -2.052 3.751 -3.246
C -0.832 4.231 -3.720
C 0.323 3.483 -3.545
C 0.266 2.259 -2.887
C -2.545 -0.750 -2.190
C -3.288 -1.653 -1.430
C -4.339 -2.360 -2.001
C -4.640 -2.188 -3.347
C -3.893 -1.302 -4.114
C -2.851 -0.583 -3.538
H -2.548 1.614 -0.017
H -2.246 0.080 0.794
H -1.052 1.886 2.034
H -0.239 2.397 0.568
H -0.422 0.715 4.086
H 0.462 1.419 6.274
H 2.880 1.884 6.541
H 4.410 1.612 4.617
H 3.529 0.919 2.422
H 2.042 2.864 0.541
H 3.843 3.418 -1.046
H 4.990 1.622 -2.302
H 4.348 -0.743 -1.945
H 2.542 -1.299 -0.360
H -3.063 2.158 -2.234
H -2.958 4.328 -3.394
H -0.788 5.187 -4.228
H 1.272 3.850 -3.923
H 1.167 1.671 -2.757
H -3.051 -1.803 -0.387
H -4.924 -3.041 -1.399
H -5.458 -2.743 -3.797
H -4.125 -1.165 -5.164
H -2.282 0.113 -4.143
Se -1.868 -4.938 -0.235
Se -2.622 -5.993 -2.279
Se -2.142 -4.530 -3.841
Se -0.053 -3.807 -1.012
S 1.780 -3.675 4.731
C 0.782 -4.875 4.039
C 0.227 -4.407 2.899
N 0.585 -3.109 2.573
C 1.407 -2.611 3.465
H 0.656 -5.845 4.500
H -0.439 -4.959 2.256
H 1.818 -1.611 3.421
*
```